1.
This record from the OMol25 dataset describes a molecular structure, C43H39Cl5N3P2SV. The level of theory is wB97M-V/def2-TZVPD.

Values from the calculation:
HOMO level (eV): -12.7
Frontier orbital gap (hartree): 0.2284
Energy (eV): -167393.7545
Molar mass (g/mol): 920.0
LUMO level (eV): -6.5
Charge: +2

Structure (XYZ):
```
94
Properties=species:S:1:pos:R:3:mulliken_charge:R:1
V -0.14141 -0.87930 -0.16806 -0.52
C 1.38732 2.22024 1.61717 -1.00
C -0.01410 1.64100 1.84174 -0.63
P 0.01283 -0.15230 2.14247 2.76
C -1.68050 -0.74074 1.96851 -0.04
C -2.77772 0.10025 1.72970 -0.64
C -4.05098 -0.43885 1.66687 -0.80
C -4.23735 -1.80611 1.83628 -0.52
C -3.15729 -2.64880 2.06439 -0.86
C -1.87989 -2.12238 2.12658 -0.24
C 0.50876 -0.46550 3.85049 0.64
C -0.51322 -0.53060 4.80347 -0.94
C -0.19538 -0.67277 6.14177 -0.84
C 1.13056 -0.73977 6.53970 -0.70
C 2.14359 -0.66199 5.59836 -0.95
C 1.84057 -0.52411 4.25383 0.07
C 1.94860 1.91036 0.22658 -0.50
P 2.08711 0.12279 -0.14137 -0.74
C 3.21363 -0.56176 1.11104 1.71
C 3.22206 -1.93498 1.33131 -0.30
C 4.18024 -2.51175 2.14766 -0.68
C 5.14390 -1.71876 2.75398 -0.78
C 5.15325 -0.35024 2.53017 -0.77
C 4.20264 0.22754 1.70105 -0.64
C 3.11274 -0.18862 -1.59988 1.41
C 2.76961 -1.18564 -2.50197 0.44
C 3.59860 -1.45861 -3.57936 -0.83
C 4.76818 -0.73539 -3.75715 -0.68
C 5.11867 0.25291 -2.84804 -0.93
C 4.30197 0.51830 -1.76306 -0.69
H 2.07398 1.90662 2.40903 0.19
H 1.30172 3.30836 1.69127 0.63
H -0.62349 1.85787 0.94994 -0.36
H -0.51203 2.12880 2.69075 0.89
H -2.63774 1.16615 1.59537 0.46
H -4.90077 0.20484 1.48926 0.50
H -5.23496 -2.21753 1.79114 0.43
H -3.31362 -3.70852 2.19519 0.47
H -1.03434 -2.77218 2.32654 0.37
H -1.55314 -0.47894 4.51006 0.39
H -0.98620 -0.73115 6.87347 0.46
H 1.37213 -0.84585 7.58505 0.43
H 3.17585 -0.70693 5.90689 0.51
H 2.63714 -0.45418 3.53898 0.40
H 2.93218 2.37390 0.09750 0.78
H 1.28285 2.34438 -0.52230 -0.37
H 2.48290 -2.56335 0.85020 0.05
H 4.17535 -3.58022 2.31230 0.53
H 5.89024 -2.16691 3.38989 0.45
H 5.90876 0.27034 2.98883 0.48
H 4.24320 1.29331 1.53862 0.31
H 1.83886 -1.73290 -2.38512 -0.18
H 3.32727 -2.22989 -4.28355 0.50
H 5.41033 -0.94386 -4.59919 0.44
H 6.03172 0.81171 -2.98088 0.48
H 4.59776 1.28061 -1.05749 0.28
Cl 1.33762 1.61598 -3.05494 -0.10
C -0.20526 0.85628 -3.02664 1.69
C -0.56210 -0.07291 -2.04298 -0.77
C -1.83635 -0.59602 -2.20941 1.15
Cl -2.34445 -1.77217 -0.99890 -0.21
C -2.75185 -0.26765 -3.20112 -0.66
Cl -4.29960 -0.99503 -3.25683 -0.18
C -2.35459 0.67058 -4.14819 0.75
Cl -3.42780 1.12754 -5.39279 -0.16
C -1.07270 1.22443 -4.05559 -0.40
Cl -0.59957 2.39796 -5.20962 -0.14
C -2.44858 5.97408 0.42619 -0.96
N -1.41096 5.92654 -0.57130 0.10
C -0.66687 7.11426 -0.95376 -0.62
C 0.25840 6.59684 -2.07315 -0.56
N 0.11574 5.15561 -1.94700 0.00
C -0.94047 4.83489 -1.16662 0.15
S -1.54082 3.27101 -1.02924 -0.35
H -2.02463 6.11153 1.42300 0.32
H -3.00991 5.04265 0.39299 0.30
H -3.11632 6.80775 0.21133 0.33
H -0.11064 7.50638 -0.09756 0.32
H -1.35485 7.88661 -1.29812 0.37
H 1.29515 6.89472 -1.92017 0.33
H -0.06253 6.93692 -3.06011 0.30
H 0.36194 4.52205 -2.69351 0.20
N 0.44563 -2.35988 -0.34668 0.64
C 0.75844 -3.68372 -0.52456 0.31
C 0.76414 -4.20456 -1.82171 -0.31
C 1.04850 -5.54717 -2.00006 -0.90
C 1.32074 -6.35339 -0.90162 -0.54
C 1.30282 -5.83042 0.38551 -1.09
C 1.01928 -4.49175 0.58732 0.09
H 0.53759 -3.56051 -2.66089 0.43
H 1.05565 -5.96661 -2.99480 0.45
H 1.54168 -7.39868 -1.04837 0.45
H 1.50765 -6.46948 1.23164 0.45
H 0.99581 -4.07117 1.58336 0.50
```

=====

2.
This record from the OMol25 dataset describes 3 unconnected molecules or ions with the total composition C5H7NO. The level of theory is wB97M-V/def2-TZVPD.

Values from the calculation:
HOMO level (eV): -9.8
Frontier orbital gap (hartree): 0.3493
Energy (eV): -8832.2996
Molar mass (g/mol): 97.1
LUMO level (eV): -0.3
Energy relative to the best compared isomer or geometry (same formula, charge and spin) (eV): 3.9032

Structure (XYZ):
```
14
Properties=species:S:1:pos:R:3:mulliken_charge:R:1
C -1.88435 0.58562 -0.13865 -1.17
C -0.45066 0.21563 0.08560 0.67
C 0.63025 1.10059 0.20041 -0.29
N 1.83347 0.49555 0.26514 -0.59
C 1.45692 -0.84995 0.72935 0.18
O 2.08480 -1.53909 1.47028 -0.47
C 0.12959 -1.06343 0.03999 -0.38
H -2.00913 1.67310 -0.13293 0.33
H -2.53295 0.16534 0.63747 0.29
H -2.23982 0.20948 -1.10474 0.29
H 0.57113 2.18081 0.08861 0.41
H 1.76785 -0.24541 -1.02794 0.33
H -0.39936 -2.01160 0.04594 0.43
H 1.04226 -0.91664 -1.15855 -0.05
```